{
  "formula": "C2H7N2",
  "method": "wB97M-V/def2-TZVPD",
  "spin_multiplicity": 1,
  "smiles": "C/N=C/[NH3+]",
  "relative_energy_kcal_mol": 87.2,
  "homo_energy_ev": -14.83,
  "e_tot_ha": -189.541346,
  "charge": 1,
  "gap_ev": 9.90,
  "e_lumo_ev": -4.930,
  "symbols": ["C", "N", "C", "N", "H", "H", "H", "H", "H", "H", "H"],
  "xyz": [[0.81069, -1.51509, 0.76177], [-0.13214, -0.70744, 0.10647], [0.09601, 0.52272, -0.19725], [-1.00712, 1.19559, -0.70195], [1.61721, -1.85525, 0.18733], [0.16802, -2.33606, 1.18057], [1.13630, -0.98018, 1.76407], [0.97137, 1.09138, -0.17511], [-1.43593, 1.92913, 0.00590], [-0.73604, 1.98611, -1.22570], [-1.48837, 0.66910, -1.70611]],
  "forces_ev_per_a": [[-1.3, -0.2, 4.7], [-0.3, 4.1, -1.5], [0.1, -5.5, 1.4], [-3.8, 2.1, -3.5], [1.1, -0.5, -0.8], [1.2, 0.2, -0.7], [0.0, -0.9, -2.1], [1.6, 0.8, 0.5], [-0.8, -2.9, -0.9], [1.8, 1.4, -1.6], [0.4, 1.3, 4.5]]
}